# 1
{"formula": "C52H48AlN4O4P2S4Se", "method": "ωB97M-V with the def2-TZVPD basis set", "species": ["Al", "O", "C", "O", "C", "P", "C", "C", "C", "C", "C", "C", "C", "C", "C", "C", "C", "C", "H", "H", "H", "H", "H", "H", "H", "H", "H", "H", "H", "H", "O", "P", "C", "C", "C", "C", "C", "C", "C", "C", "C", "C", "C", "C", "C", "C", "C", "C", "C", "C", "H", "H", "H", "H", "H", "H", "H", "H", "H", "H", "H", "H", "H", "H", "H", "C", "S", "O", "C", "C", "C", "C", "C", "C", "H", "H", "H", "H", "H", "H", "H", "H", "C", "N", "C", "C", "N", "C", "C", "Se", "H", "H", "H", "H", "H", "H", "H", "H", "S", "C", "S", "C", "N", "N", "C", "C", "C", "C", "C", "C", "S", "H", "H", "H", "H", "H"], "xyz": [[0.2432, -0.5024, -0.1928], [3.4041, -2.6156, -1.3941], [2.4091, -1.9572, -1.5856], [1.8887, -1.1698, -0.6614], [1.7147, -1.9685, -2.9485], [0.4538, -0.6551, -2.8948], [1.4657, 0.8179, -3.3216], [0.8824, 1.8556, -4.0500], [1.6151, 2.9785, -4.3986], [2.9457, 3.0895, -4.0192], [3.5311, 2.0733, -3.2818], [2.7972, 0.9483, -2.9302], [-0.5947, -0.7967, -4.3690], [-1.9674, -0.6364, -4.2088], [-2.8106, -0.6535, -5.3125], [-2.2835, -0.8389, -6.5807], [-0.9124, -1.0000, -6.7482], [-0.0708, -0.9702, -5.6498], [1.2634, -2.9493, -3.0958], [2.4727, -1.8243, -3.7190], [-0.1571, 1.7901, -4.3459], [1.1450, 3.7684, -4.9693], [3.5189, 3.9659, -4.2898], [4.5664, 2.1504, -2.9762], [3.2913, 0.1781, -2.3527], [-2.3610, -0.4637, -3.2133], [-3.8765, -0.5116, -5.1836], [-2.9358, -0.8467, -7.4435], [-0.5010, -1.1363, -7.7394], [0.9985, -1.0735, -5.7889], [0.0228, -1.9504, 1.0224], [0.7552, -3.1859, 1.5509], [2.2815, -2.8321, 2.4255], [3.5225, -2.8895, 1.7907], [4.6744, -2.6012, 2.5092], [4.5933, -2.2535, 3.8498], [3.3576, -2.1842, 4.4829], [2.2046, -2.4794, 3.7756], [1.0594, -4.3428, 0.2220], [2.0207, -5.3454, 0.3283], [2.1547, -6.2795, -0.6847], [1.3229, -6.2246, -1.7942], [0.3519, -5.2391, -1.8918], [0.2162, -4.2954, -0.8857], [-0.3027, -4.0236, 2.7353], [-1.6648, -3.7432, 2.7675], [-2.4919, -4.4554, 3.6248], [-1.9648, -5.4432, 4.4416], [-0.6048, -5.7257, 4.4087], [0.2262, -5.0190, 3.5578], [3.5880, -3.1205, 0.7331], [5.6362, -2.6493, 2.0163], [5.4962, -2.0423, 4.4078], [3.2952, -1.9138, 5.5283], [1.2442, -2.4403, 4.2733], [2.6718, -5.3943, 1.1913], [2.9105, -7.0491, -0.6111], [1.4313, -6.9563, -2.5835], [-0.3031, -5.2058, -2.7530], [-0.5463, -3.5267, -0.9601], [-2.0757, -2.9693, 2.1343], [-3.5509, -4.2360, 3.6519], [-2.6125, -5.9956, 5.1090], [-0.1942, -6.4956, 5.0477], [1.2866, -5.2396, 3.5383], [3.3141, 0.8209, 1.9954], [1.6202, 0.5875, 2.4881], [0.8760, 0.5835, 1.1505], [1.2044, 2.1354, 3.2351], [1.9614, 3.2936, 3.1208], [1.5105, 4.4488, 3.7412], [0.3154, 4.4429, 4.4451], [-0.4369, 3.2801, 4.5513], [0.0106, 2.1159, 3.9520], [3.3516, 1.5980, 1.2340], [3.6385, -0.1321, 1.5856], [3.9058, 1.0796, 2.8717], [2.8848, 3.3191, 2.5611], [2.0905, 5.3571, 3.6570], [-0.0352, 5.3552, 4.9073], [-1.3633, 3.2774, 5.1090], [-0.5536, 1.1953, 4.0427], [-4.1111, 1.4898, 0.3461], [-4.4842, 0.5307, -0.6875], [-5.5888, 0.6923, -1.4965], [-5.7061, -0.4234, -2.2425], [-4.6696, -1.2567, -1.8827], [-4.4760, -2.6101, -2.3816], [-3.9070, -0.6642, -0.9393], [-2.4391, -1.4895, -0.1192], [-5.0215, 1.8085, 0.8524], [-3.5965, 2.3408, -0.0862], [-3.4447, 0.9957, 1.0465], [-6.1926, 1.5802, -1.4621], [-6.4382, -0.7044, -2.9769], [-5.3767, -2.9044, -2.9139], [-4.3046, -3.2823, -1.5443], [-3.6195, -2.6536, -3.0530], [2.5542, 5.8693, 0.5046], [1.3000, 4.8474, 0.1638], [1.5547, 3.2457, -0.4587], [-0.1557, 2.9337, -0.4172], [-0.8518, 3.9392, -0.0177], [-0.0444, 5.0167, 0.2800], [-0.7160, 6.1413, 0.8522], [-0.2787, 7.4342, 0.6089], [-0.9564, 8.4988, 1.1865], [-2.0657, 8.2818, 1.9877], [-2.5086, 6.9836, 2.2047], [-1.8379, 5.9121, 1.6408], [-0.8787, 1.4536, -0.9603], [0.5736, 7.6120, -0.0271], [-0.6119, 9.5063, 0.9964], [-2.5869, 9.1176, 2.4344], [-3.3818, 6.8018, 2.8175], [-2.1754, 4.8987, 1.8010]], "mulliken_charge": [0.03, -0.73, 0.42, 0.42, -1.57, 1.95, 0.44, -0.68, -0.71, -0.62, -0.76, -0.46, -0.50, 0.11, -0.59, -0.59, -0.78, -0.18, 0.31, 0.63, 0.36, 0.45, 0.41, 0.47, 0.26, 0.41, 0.48, 0.41, 0.43, 0.41, 0.04, 1.40, 0.54, -0.27, -0.77, -0.69, -0.79, -0.52, 0.78, -0.42, -0.89, -0.66, -0.60, -0.04, 0.55, -0.29, -0.89, -0.56, -0.78, -0.45, 0.04, 0.51, 0.43, 0.50, 0.51, 0.34, 0.45, 0.41, 0.50, 0.12, 0.21, 0.47, 0.41, 0.44, 0.39, -0.92, 0.87, -0.15, 0.28, -0.19, -0.81, -0.48, -0.85, -0.60, 0.39, 0.02, 0.55, 0.47, 0.43, 0.44, 0.42, 0.42, -1.21, 0.37, -0.60, -0.53, 0.37, -0.85, -0.19, -0.11, 0.44, 0.51, 0.25, 0.56, 0.51, 0.35, 0.36, 0.26, -0.23, -0.13, 0.20, -0.29, -0.79, 0.77, 0.16, -0.50, -0.71, -0.45, -0.78, -0.06, 0.18, 0.41, 0.39, 0.41, 0.38, 0.55], "e_above_lowest_kcal_mol": 0.1, "charge": 1, "energy_ha": -7449.72356, "homo_ev": -9.406}

***

# 2
{"formula": "C52H48BrCl5CrN9O3P2Se2", "method": "ωB97M-V with the def2-TZVPD basis set", "species": ["Cr", "C", "N", "C", "C", "N", "C", "C", "N", "C", "C", "N", "C", "N", "C", "C", "C", "N", "C", "H", "H", "H", "H", "H", "H", "H", "H", "H", "H", "H", "H", "H", "H", "H", "H", "H", "H", "H", "H", "H", "H", "H", "H", "Se", "P", "C", "C", "C", "C", "C", "C", "C", "C", "C", "C", "C", "C", "C", "C", "N", "N", "N", "P", "Se", "C", "C", "C", "C", "C", "C", "C", "C", "C", "C", "C", "C", "H", "H", "H", "H", "H", "H", "H", "H", "H", "H", "H", "H", "H", "H", "H", "H", "H", "H", "H", "H", "O", "C", "Cl", "C", "C", "C", "Cl", "C", "Cl", "C", "Cl", "C", "Cl", "Br", "C", "C", "C", "C", "C", "C", "C", "O", "O", "H", "H", "H", "H"], "xyz": [[0.2328, 0.0047, 0.5601], [-1.8729, -3.3750, 1.4215], [-2.9093, -2.8917, 0.5489], [-4.0203, -3.8068, 0.4056], [-4.7498, -3.2951, -0.8246], [-3.7915, -2.3957, -1.4393], [-4.3477, -1.5081, -2.4335], [-2.7164, -2.1496, -0.5909], [-1.6829, -1.4016, -0.7631], [-1.3560, -0.8106, -2.0405], [-1.8016, 0.6477, -2.2251], [-0.9494, 1.6718, -1.6452], [-1.3187, 2.8873, -1.8529], [-2.3988, 3.3628, -2.6137], [-3.7438, 2.8170, -2.6717], [-2.4307, 4.8163, -2.5460], [-1.0305, 5.1806, -2.0926], [-0.6265, 3.9813, -1.3923], [0.7236, 3.9896, -0.9094], [-1.6034, -4.4059, 1.1699], [-2.2290, -3.3479, 2.4533], [-0.9803, -2.7715, 1.3119], [-4.6360, -3.7956, 1.3099], [-3.6458, -4.8293, 0.2622], [-5.6689, -2.7579, -0.5565], [-5.0187, -4.0930, -1.5230], [-5.4271, -1.6601, -2.4607], [-3.9488, -1.7199, -3.4282], [-4.1666, -0.4624, -2.1921], [-1.7772, -1.3940, -2.8730], [-0.2638, -0.8552, -2.1491], [-2.7920, 0.7250, -1.7739], [-1.8826, 0.8253, -3.3084], [-3.7876, 1.9000, -3.2540], [-4.3676, 3.5509, -3.1831], [-4.1672, 2.6531, -1.6750], [-3.1740, 5.1474, -1.8076], [-2.6881, 5.2281, -3.5252], [-1.0020, 6.0445, -1.4225], [-0.3574, 5.3724, -2.9437], [1.4616, 3.9856, -1.7223], [0.8602, 4.8907, -0.3102], [0.8836, 3.1253, -0.2752], [2.8190, -6.6207, -1.0757], [3.4168, -4.7184, -1.7105], [5.0807, -4.3254, -1.0900], [5.2523, -3.5409, 0.0422], [6.5147, -3.3932, 0.5904], [7.6024, -4.0274, 0.0130], [7.4293, -4.8218, -1.1102], [6.1692, -4.9888, -1.6502], [3.5042, -4.6431, -3.5382], [2.4559, -5.2532, -4.2220], [2.4776, -5.3423, -5.6007], [3.5543, -4.8279, -6.3075], [4.5966, -4.2174, -5.6296], [4.5798, -4.1222, -4.2483], [2.3112, -3.4339, -1.1064], [2.0752, -2.0542, -1.2201], [1.1200, -1.7717, -0.2978], [0.8127, -2.8813, 0.3207], [1.4935, -3.8781, -0.1402], [2.6839, -0.6229, -2.0889], [2.2180, 1.0242, -0.8192], [4.4725, -0.8113, -2.3447], [5.2809, -0.7059, -1.2171], [6.6475, -0.8734, -1.3360], [7.2058, -1.1507, -2.5731], [6.4029, -1.2127, -3.7002], [5.0344, -1.0329, -3.5948], [1.9113, -0.5521, -3.7370], [1.2987, 0.6167, -4.1665], [0.7280, 0.6577, -5.4262], [0.7759, -0.4590, -6.2474], [1.3771, -1.6275, -5.8073], [1.9385, -1.6805, -4.5464], [4.3999, -3.0553, 0.4974], [6.6417, -2.7841, 1.4733], [8.5836, -3.9218, 0.4523], [8.2723, -5.3254, -1.5619], [6.0242, -5.6408, -2.5008], [1.6369, -5.6726, -3.6509], [1.6650, -5.8306, -6.1198], [3.5838, -4.9117, -7.3845], [5.4426, -3.8229, -6.1748], [5.3954, -3.6416, -3.7265], [4.8314, -0.4733, -0.2605], [7.2782, -0.7815, -0.4655], [8.2721, -1.3044, -2.6618], [6.8396, -1.3991, -4.6707], [4.4114, -1.0672, -4.4783], [1.2705, 1.4739, -3.5056], [0.2472, 1.5623, -5.7689], [0.3422, -0.4193, -7.2353], [1.4135, -2.5036, -6.4373], [2.4052, -2.5859, -4.1876], [2.4637, -0.8916, 2.1573], [1.3183, -0.5685, 2.1244], [-2.6921, 1.4482, 0.7823], [-1.4512, 2.3368, 1.5658], [-0.1464, 1.8432, 1.4982], [0.7875, 2.6105, 2.2045], [2.4460, 2.1621, 2.1366], [0.4646, 3.7519, 2.9354], [1.6619, 4.6007, 3.8276], [-0.8480, 4.2147, 2.9355], [-1.2658, 5.6444, 3.7841], [-1.8125, 3.5031, 2.2310], [-3.4366, 4.0658, 2.1883], [0.2834, -0.6945, 6.1521], [-1.4665, -0.9056, 5.4730], [-2.4855, -1.1099, 6.3910], [-3.7913, -1.2773, 5.9660], [-4.0957, -1.1784, 4.6129], [-3.0939, -0.9392, 3.7021], [-1.7480, -0.8352, 4.1022], [-0.7730, -0.6770, 3.0400], [0.5375, -0.6989, 3.3019], [-1.1280, -0.5622, 1.8545], [-2.2507, -1.1355, 7.4443], [-4.5689, -1.4699, 6.6901], [-5.1172, -1.2830, 4.2804], [-3.3044, -0.8313, 2.6490]], "mulliken_charge": [-0.38, -0.74, 0.56, -0.72, -0.79, 0.08, -1.14, 0.02, 0.55, -1.04, -0.87, 0.77, -0.67, 0.15, -0.93, -0.78, -0.69, 0.49, -0.56, 0.40, 0.20, -0.10, 0.31, 0.34, 0.46, 0.36, 0.51, 0.26, 0.44, 0.64, -1.60, 0.16, 0.76, 0.23, 0.51, 0.24, 0.38, 0.38, 0.39, 0.33, 0.27, 0.37, -0.39, -0.36, -0.01, 0.50, -0.32, -0.77, -0.52, -0.80, -0.21, 0.06, -0.06, -0.94, -0.68, -0.95, 0.02, 0.39, -1.01, 2.23, -0.31, -1.05, 0.39, 0.02, 1.39, -1.12, -0.60, -0.62, -0.69, -0.41, 0.37, -0.83, -0.45, -0.91, -0.62, 0.09, 0.53, 0.49, 0.42, 0.42, 0.50, 0.46, 0.43, 0.41, 0.46, 0.71, 0.38, 0.50, 0.40, 0.43, 0.47, 0.15, 0.50, 0.40, 0.48, 0.24, -0.48, -0.09, -0.24, 0.78, -1.91, 1.95, -0.12, 0.00, -0.20, 0.48, -0.21, 0.06, -0.20, -0.12, 0.25, -0.54, -0.59, -1.24, -0.28, -0.12, 1.20, -0.30, 1.08, 0.45, 0.42, 0.43, 0.35], "multiplicity": 4, "e_above_lowest_kcal_mol": 34.0, "energy_ha": -14133.92743, "s2": 3.817, "homo_ev": [-7.307, -7.311]}

***

no.,F_max (eV/A)
1,0.27
2,2.03